# C64H151N5O14

A cluster of 14 separate species, C64H151N5O14 in total in a non-equilibrium geometry (ωB97M-V/def2-TZVPD, the Open Molecules 2025 dataset).

For the HOMO energy, the calculation gives -8.62 eV. The HOMO-LUMO gap comes out at 9.002 eV. The calculation puts the calculated total energy at -104922.635 eV.

Each atom is followed by the atoms it is bonded to, with distances in Å.
Geometry (Å):
1 C 16.48 19.67 10.97  C2 1.559, H4 1.102, H5 1.126, H6 1.084
2 C 15.93 20.83 10.08  C1 1.559, O3 1.405, H7 1.076, H8 1.059
3 O 15.27 21.81 10.85  C2 1.405, H9 0.947
4 H 17.00 18.86 10.44  C1 1.102
5 H 15.61 19.11 11.39  C1 1.126
6 H 17.13 19.98 11.78  C1 1.084
7 H 15.29 20.35 9.36  C2 1.076
8 H 16.75 21.34 9.65  C2 1.059
9 H 14.34 21.63 10.89  O3 0.947
10 C 13.71 20.57 14.11  C11 1.516, H13 1.091, H14 1.064, H15 1.104
11 C 13.17 21.90 13.64  C10 1.516, O12 1.369, H16 1.101, H17 1.103
12 O 12.20 22.32 14.52  C11 1.369, H18 0.931
13 H 12.91 19.83 14.23  C10 1.091
14 H 14.07 20.57 15.11  C10 1.064
15 H 14.53 20.15 13.50  C10 1.104
16 H 12.69 21.59 12.70  C11 1.101
17 H 14.02 22.56 13.42  C11 1.103
18 H 11.74 23.09 14.25  O12 0.931
19 C 14.40 12.20 12.57  C20 1.507, H22 1.096, H23 1.091, H24 1.117
20 C 14.85 11.07 11.68  C19 1.507, O21 1.430, H25 1.130, H26 1.087
21 O 16.28 11.04 11.52  C20 1.430, H27 0.955
22 H 14.74 12.15 13.61  C19 1.096
23 H 13.32 12.33 12.65  C19 1.091
24 H 14.70 13.16 12.08  C19 1.117
25 H 14.39 11.10 10.65  C20 1.130
26 H 14.60 10.13 12.16  C20 1.087
27 H 16.75 10.70 12.28  O21 0.955
28 C 19.40 15.07 18.98  C29 1.483, H31 1.139, H32 1.071, H33 1.099
29 C 20.41 14.03 18.66  C28 1.483, O30 1.425, H34 1.133, H35 1.096
30 O 20.40 12.93 19.57  C29 1.425, H36 0.968
31 H 19.64 16.15 18.71  C28 1.139
32 H 19.05 15.12 19.99  C28 1.071
33 H 18.44 14.94 18.46  C28 1.099
34 H 21.48 14.41 18.69  C29 1.133
35 H 20.26 13.52 17.70  C29 1.096
36 H 20.51 13.19 20.50  O30 0.968
37 C 14.09 19.05 18.13  C38 1.529, H40 1.096, H41 1.110, H42 1.080
38 C 13.07 18.48 19.12  C37 1.529, O39 1.388, H43 1.023, H44 1.095
39 O 13.46 18.83 20.41  C38 1.388, H45 0.963
40 H 13.80 18.82 17.10  C37 1.096
41 H 15.03 18.51 18.34  C37 1.110
42 H 14.15 20.11 18.33  C37 1.080
43 H 13.12 17.46 19.04  C38 1.023
44 H 12.10 18.91 18.88  C38 1.095
45 H 13.14 19.71 20.64  O39 0.963
46 C 16.65 15.10 8.96  C47 1.544, H49 1.091, H50 1.150, H51 1.058
47 C 16.27 13.75 9.61  C46 1.544, O48 1.400, H52 1.097, H53 1.133
48 O 17.41 13.15 10.16  C47 1.400, H54 0.960
49 H 15.89 15.56 8.32  C46 1.091
50 H 17.58 14.87 8.32  C46 1.150
51 H 16.86 15.88 9.64  C46 1.058
52 H 16.00 13.14 8.73  C47 1.097
53 H 15.39 13.86 10.31  C47 1.133
54 H 17.10 12.47 10.77  O48 0.960
55 C 17.92 20.74 18.53  C56 1.517, H58 1.080, H59 1.080, H60 1.080
56 C 18.42 19.70 19.52  C55 1.517, O57 1.431, H61 1.107, H62 1.093
57 O 17.42 19.46 20.52  C56 1.431, H63 0.945
58 H 17.01 20.40 18.06  C55 1.080
59 H 18.66 20.94 17.77  C55 1.080
60 H 17.73 21.62 19.12  C55 1.080
61 H 19.25 20.13 20.12  C56 1.107
62 H 18.81 18.74 19.18  C56 1.093
63 H 16.59 19.32 20.09  O57 0.945
64 C 20.35 12.41 11.92  C65 1.532, H67 1.110, H68 1.105, H69 1.084
65 C 20.56 13.89 11.56  C64 1.532, O66 1.408, H70 1.082, H71 1.119
66 O 19.36 14.60 11.73  C65 1.408, H72 0.989
67 H 20.25 12.28 13.02  C64 1.110
68 H 21.17 11.78 11.54  C64 1.105
69 H 19.45 12.08 11.42  C64 1.084
70 H 20.72 14.00 10.50  C65 1.082
71 H 21.31 14.47 12.15  C65 1.119
72 H 18.61 14.14 11.28  O66 0.989
73 C 12.50 14.61 14.76  C74 1.581, H84 1.080, H85 1.105, H86 1.072
74 C 11.68 15.18 15.99  C73 1.581, C75 1.544, N79 1.520, C83 1.531
75 C 10.16 15.09 15.72  C74 1.544, C76 1.499, H87 1.086, H88 1.095
76 C 9.53 13.79 16.13  C75 1.499, C77 1.553, H89 1.085, H90 1.099
77 C 9.94 13.39 17.57  C76 1.553, C78 1.538, H91 1.112, H92 1.073
78 C 11.46 13.18 17.68  C77 1.538, N79 1.486, C81 1.523, C82 1.528
79 N 12.02 14.51 17.31  C74 1.520, C78 1.486, O80 1.395
80 O 13.40 14.55 17.48  N79 1.395, H102 0.928
81 C 11.81 12.87 19.13  C78 1.523, H93 1.055, H94 1.064, H95 1.087
82 C 11.93 12.05 16.76  C78 1.528, H96 1.076, H97 1.073, H98 1.060
83 C 11.94 16.67 16.19  C74 1.531, H99 1.098, H100 1.117, H101 1.072
84 H 12.69 15.43 14.09  C73 1.080
85 H 12.00 13.86 14.12  C73 1.105
86 H 13.47 14.26 15.06  C73 1.072
87 H 9.69 15.86 16.33  C75 1.086
88 H 10.07 15.33 14.66  C75 1.095
89 H 9.82 12.96 15.49  C76 1.085
90 H 8.45 13.99 16.06  C76 1.099
91 H 9.47 12.42 17.82  C77 1.112
92 H 9.63 14.06 18.35  C77 1.073
93 H 12.80 13.14 19.39  C81 1.055
94 H 11.15 13.39 19.77  C81 1.064
95 H 11.74 11.79 19.25  C81 1.087
96 H 11.62 12.06 15.73  C82 1.076
97 H 13.01 12.09 16.70  C82 1.073
98 H 11.73 11.08 17.13  C82 1.060
99 H 11.57 16.89 17.20  C83 1.098
100 H 11.36 17.24 15.43  C83 1.117
101 H 12.94 17.06 16.07  C83 1.072
102 H 13.47 15.19 18.15  O80 0.928
103 C 13.03 17.67 10.11  C104 1.502, H114 1.087, H115 1.115, H116 1.116
104 C 12.22 16.80 11.02  C103 1.502, C105 1.541, N109 1.520, C113 1.575
105 C 11.96 17.37 12.42  C104 1.541, C106 1.497, H117 1.097, H118 1.084
106 C 10.95 18.47 12.43  C105 1.497, C107 1.549, H119 1.108, H120 1.140
107 C 9.68 17.85 11.82  C106 1.549, C108 1.498, H121 1.129, H122 1.088
108 C 9.76 17.18 10.48  C107 1.498, N109 1.452, C111 1.536, C112 1.563
109 N 10.88 16.26 10.54  C104 1.520, C108 1.452, O110 1.369
110 O 11.15 15.70 9.32  N109 1.369, H132 0.963
111 C 8.51 16.35 10.17  C108 1.536, H123 1.161, H124 1.107, H125 1.078
112 C 9.78 18.33 9.42  C108 1.563, H126 1.111, H127 1.058, H128 1.092
113 C 13.08 15.48 11.14  C104 1.575, H129 1.108, H130 1.108, H131 1.120
114 H 13.14 17.40 9.06  C103 1.087
115 H 14.09 17.60 10.45  C103 1.115
116 H 12.78 18.76 10.19  C103 1.116
117 H 11.53 16.51 12.95  C105 1.097
118 H 12.94 17.51 12.88  C105 1.084
119 H 11.32 19.42 11.99  C106 1.108
120 H 10.68 18.83 13.48  C106 1.140
121 H 8.84 18.62 11.81  C107 1.129
122 H 9.47 17.10 12.58  C107 1.088
123 H 7.57 17.03 10.26  C111 1.161
124 H 8.57 16.06 9.11  C111 1.107
125 H 8.35 15.51 10.83  C111 1.078
126 H 8.69 18.50 9.30  C112 1.111
127 H 10.22 19.22 9.78  C112 1.058
128 H 10.15 18.08 8.42  C112 1.092
129 H 13.93 15.64 11.84  C113 1.108
130 H 13.42 15.24 10.12  C113 1.108
131 H 12.46 14.71 11.66  C113 1.120
132 H 11.24 14.76 9.52  O110 0.963
133 C 16.70 16.55 16.28  C134 1.528, H144 1.071, H145 1.104, H146 1.096
134 C 16.90 16.81 14.79  C133 1.528, C135 1.552, N139 1.495, C143 1.557
135 C 16.41 18.27 14.55  C134 1.552, C136 1.481, H147 1.070, H148 1.115
136 C 17.25 19.37 15.08  C135 1.481, C137 1.500, H149 1.061, H150 1.087
137 C 18.68 19.24 14.66  C136 1.500, C138 1.577, H151 1.091, H152 1.109
138 C 19.27 17.78 14.80  C137 1.577, N139 1.460, C141 1.532, C142 1.506
139 N 18.29 16.85 14.24  C134 1.495, C138 1.460, O140 1.468
140 O 18.81 15.50 14.45  N139 1.468, H162 0.957
141 C 20.53 17.77 13.93  C138 1.532, H153 1.126, H154 1.064, H155 1.125
142 C 19.65 17.60 16.24  C138 1.506, H156 1.100, H157 1.071, H158 1.118
143 C 15.95 15.97 13.89  C134 1.557, H159 1.083, H160 1.127, H161 1.072
144 H 17.09 17.21 17.03  C133 1.071
145 H 17.00 15.51 16.49  C133 1.104
146 H 15.64 16.56 16.54  C133 1.096
147 H 16.36 18.44 13.49  C135 1.070
148 H 15.42 18.37 15.03  C135 1.115
149 H 17.23 19.36 16.15  C136 1.061
150 H 16.80 20.30 14.77  C136 1.087
151 H 19.38 19.89 15.20  C137 1.091
152 H 18.84 19.56 13.61  C137 1.109
153 H 21.20 18.54 14.40  C141 1.126
154 H 21.07 16.85 14.00  C141 1.064
155 H 20.26 17.94 12.85  C141 1.125
156 H 19.01 18.19 16.91  C142 1.100
157 H 19.49 16.59 16.55  C142 1.071
158 H 20.72 17.84 16.48  C142 1.118
159 H 15.90 16.45 12.92  C143 1.083
160 H 14.92 15.88 14.34  C143 1.127
161 H 16.26 14.98 13.63  C143 1.072
162 H 19.03 15.19 13.57  O140 0.957
163 C 22.28 17.39 6.73  C164 1.543, H174 1.096, H175 1.090, H176 1.100
164 C 21.68 17.66 8.13  C163 1.543, C165 1.564, N169 1.508, C173 1.535
165 C 22.59 17.13 9.28  C164 1.564, C166 1.496, H177 1.106, H178 1.104
166 C 22.30 17.68 10.65  C165 1.496, C167 1.531, H179 1.091, H180 1.080
167 C 22.23 19.21 10.65  C166 1.531, C168 1.541, H181 1.065, H182 1.121
168 C 21.25 19.72 9.58  C167 1.541, N169 1.510, C171 1.581, C172 1.531
169 N 21.69 19.16 8.25  C164 1.508, C168 1.510, O170 1.397
170 O 20.85 19.65 7.24  N169 1.397, H192 0.976
171 C 19.76 19.34 9.96  C168 1.581, H183 1.081, H184 1.093, H185 1.113
172 C 21.30 21.24 9.42  C168 1.531, H186 1.122, H187 1.105, H188 1.087
173 C 20.31 16.96 8.17  C164 1.535, H189 1.098, H190 1.063, H191 1.087
174 H 21.57 17.61 5.92  C163 1.096
175 H 22.65 16.37 6.69  C163 1.090
176 H 23.16 18.05 6.62  C163 1.100
177 H 22.53 16.03 9.41  C165 1.106
178 H 23.62 17.48 9.08  C165 1.104
179 H 23.10 17.30 11.29  C166 1.091
180 H 21.38 17.33 11.08  C166 1.080
181 H 23.18 19.65 10.46  C167 1.065
182 H 21.86 19.59 11.64  C167 1.121
183 H 19.63 18.40 10.48  C171 1.081
184 H 19.40 20.08 10.67  C171 1.093
185 H 19.06 19.32 9.09  C171 1.113
186 H 22.22 21.62 8.92  C172 1.122
187 H 20.48 21.58 8.76  C172 1.105
188 H 21.18 21.69 10.41  C172 1.087
189 H 19.60 17.51 7.54  C173 1.098
190 H 19.81 16.76 9.09  C173 1.063
191 H 20.49 15.95 7.82  C173 1.087
192 H 21.51 20.04 6.63  O170 0.976
193 C 17.14 10.20 19.98  C194 1.537, H204 1.098, H205 1.058, H206 1.111
194 C 16.66 10.46 18.54  C193 1.537, C195 1.549, N199 1.488, C203 1.515
195 C 16.51 11.99 18.35  C194 1.549, C196 1.505, H207 1.114, H208 1.137
196 C 16.45 12.48 16.92  C195 1.505, C197 1.509, H209 1.100, H210 1.136
197 C 17.65 11.93 16.20  C196 1.509, C198 1.588, H211 1.100, H212 1.066
198 C 17.85 10.36 16.24  C197 1.588, N199 1.530, C201 1.538, C202 1.538
199 N 17.84 10.04 17.74  C194 1.488, C198 1.530, O200 1.448
200 O 17.94 8.60 17.89  N199 1.448, H222 0.956
201 C 16.76 9.76 15.34  C198 1.538, H213 1.107, H214 1.063, H215 1.091
202 C 19.20 9.86 15.68  C198 1.538, H216 1.099, H217 1.083, H218 1.075
203 C 15.41 9.69 18.20  C194 1.515, H219 1.103, H220 1.150, H221 1.083
204 H 18.14 10.55 20.27  C193 1.098
205 H 17.04 9.17 20.21  C193 1.058
206 H 16.47 10.77 20.66  C193 1.111
207 H 15.68 12.32 19.01  C195 1.114
208 H 17.44 12.42 18.84  C195 1.137
209 H 16.35 13.57 16.88  C196 1.100
210 H 15.45 12.14 16.50  C196 1.136
211 H 18.54 12.38 16.67  C197 1.100
212 H 17.64 12.30 15.20  C197 1.066
213 H 16.51 8.77 15.74  C201 1.107
214 H 15.91 10.38 15.21  C201 1.063
215 H 17.17 9.60 14.34  C201 1.091
216 H 19.41 10.34 14.72  C202 1.099
217 H 20.05 10.01 16.33  C202 1.083
218 H 19.11 8.82 15.42  C202 1.075
219 H 15.47 8.62 18.48  C203 1.103
220 H 15.02 9.80 17.12  C203 1.150
221 H 14.62 10.05 18.85  C203 1.083
222 H 18.84 8.42 18.16  O200 0.956
223 C 17.27 23.20 13.31  C224 1.525, H227 1.086, H228 1.091, H229 1.060
224 C 18.38 22.69 14.23  C223 1.525, C225 1.540, O226 1.433, H230 1.092
225 C 19.68 22.41 13.46  C224 1.540, H231 1.081, H232 1.105, H233 1.094
226 O 18.58 23.72 15.20  C224 1.433, H234 0.958
227 H 16.31 23.26 13.81  C223 1.086
228 H 17.12 22.53 12.46  C223 1.091
229 H 17.55 24.19 13.08  C223 1.060
230 H 17.97 21.81 14.74  C224 1.092
231 H 19.61 21.68 12.67  C225 1.081
232 H 20.45 22.07 14.18  C225 1.105
233 H 20.08 23.32 13.01  C225 1.094
234 H 19.16 23.37 15.88  O226 0.958